{
  "formula": "C3H12O2S2",
  "method": "ωB97M-V/def2-TZVPD",
  "e_lumo_ev": 0.427,
  "charge": 0,
  "smiles": "CCCSS.O.O",
  "e_tot_ev": -29070.2340,
  "e_homo_ev": -8.155,
  "gap_ev": 8.58,
  "species": ["C", "C", "C", "S", "S", "H", "H", "H", "H", "H", "H", "H", "H", "O", "H", "H", "O", "H", "H"],
  "coordinates": [[-1.3618, 0.1160, 0.6940], [-0.4234, -0.1080, -0.4927], [0.7546, -1.0878, -0.2324], [1.9686, -1.1330, -1.5356], [3.1052, 0.5277, -1.2436], [-0.9125, 0.6905, 1.5029], [-2.1273, 0.8159, 0.3631], [-1.7508, -0.8391, 1.0224], [0.0055, 0.8542, -0.7848], [-1.0974, -0.3756, -1.3039], [0.3125, -2.0824, -0.0969], [1.2018, -0.9034, 0.7458], [2.6012, 1.0822, -0.1843], [2.3873, 0.6115, 2.1529], [2.8416, 0.8910, 1.3522], [2.8593, 0.0957, 2.7947], [-3.3958, -0.0022, -1.8602], [-2.9351, 0.1310, -1.0183], [-4.0335, 0.7157, -1.8753]],
  "forces_ev_per_a": [[0.7579, 0.5954, -0.1771], [0.4705, 0.5890, 0.2908], [-1.7971, 0.2071, 0.6460], [-0.5298, -1.2885, -0.1998], [1.4734, 0.7124, -1.0470], [0.3366, -0.4796, 0.2728], [-0.4910, -0.2427, 0.0680], [-0.3983, 0.0251, 0.3387], [-0.0081, 0.0598, -0.0205], [0.6962, -0.5774, -0.4385], [0.3615, -0.1644, -0.5162], [0.2157, 0.3477, -0.1814], [-0.9366, 0.3390, 0.5594], [-1.6825, 0.7174, -0.1142], [0.8549, -0.6568, 0.9285], [0.9775, -0.1508, -0.2561], [0.0922, 0.1001, 0.3109], [-0.2437, -0.1665, -0.3192], [-0.1493, 0.0336, -0.1451]],
  "mulliken_charge": [-1.45, -0.06, -0.92, -0.02, -0.10, 0.36, 0.51, 0.35, 0.19, 0.45, 0.39, 0.38, -0.07, -0.59, 0.34, 0.30, -0.65, 0.27, 0.31]
}

{
  "formula": "C3H12O2S2",
  "method": "ωB97M-V/def2-TZVPD",
  "e_lumo_ev": 0.520,
  "charge": 0,
  "smiles": "CCSSC.O.O",
  "e_tot_ev": -29069.6772,
  "e_homo_ev": -7.931,
  "gap_ev": 8.45,
  "species": ["C", "C", "S", "S", "C", "H", "H", "H", "H", "H", "H", "H", "H", "O", "H", "H", "O", "H", "H"],
  "coordinates": [[0.8670, 1.4268, 1.5228], [-0.5335, 1.1746, 1.2547], [-0.9497, 1.8820, -0.5473], [-1.2745, 0.0029, -1.2263], [-0.5117, 0.2693, -2.9057], [0.9825, 1.3250, 2.6223], [0.9932, 2.5328, 1.2155], [1.6083, 0.8484, 0.8729], [-0.8124, 0.1262, 1.1917], [-1.2493, 1.5501, 1.9438], [-1.4209, 0.2304, -3.4261], [-0.2093, 1.2989, -3.1131], [0.2906, -0.4400, -3.0562], [1.2779, -1.4853, 0.1374], [1.4902, -0.9842, 0.9422], [1.6611, -0.8870, -0.5410], [-0.8585, -3.0466, 1.4070], [0.0922, -2.8502, 1.1065], [-1.4432, -2.9741, 0.5987]],
  "forces_ev_per_a": [[1.8851, 2.1655, -0.0508], [-1.8595, -0.5823, -2.7649], [0.0397, -0.4713, 2.6768], [0.4106, 0.0907, -1.4101], [-0.3267, 0.5069, 1.3321], [0.7752, -0.0515, -0.6487], [0.4703, -1.5763, 0.9046], [-1.0843, 0.8070, 1.1706], [0.2202, -0.2008, -0.2181], [-0.2711, 1.0356, 0.6257], [-0.6158, -1.0378, -1.8551], [0.4230, -0.1356, 0.7245], [-0.2246, -0.1873, -0.5114], [0.9957, 0.8644, -0.1480], [-0.2121, -0.4522, -0.1019], [-0.5221, -0.7842, 0.3148], [0.8885, 0.3812, -1.4938], [-2.3567, -0.3570, 0.1744], [1.3647, -0.0150, 1.2794]],
  "mulliken_charge": [-0.96, -0.26, -0.13, 0.00, -0.96, 0.26, 0.31, 0.24, 0.10, 0.42, 0.35, 0.35, 0.28, -0.64, 0.33, 0.33, -0.65, 0.33, 0.31]
}

{
  "formula": "C3H12O3",
  "method": "ωB97M-V/def2-TZVPD",
  "e_lumo_ev": 0.639,
  "charge": 0,
  "smiles": "C=CC.O.O.O",
  "e_tot_ev": -9446.3980,
  "e_homo_ev": -9.940,
  "gap_ev": 10.58,
  "species": ["C", "C", "C", "H", "H", "H", "H", "H", "H", "O", "H", "H", "O", "H", "H", "O", "H", "H"],
  "coordinates": [[-1.0242, -0.7247, 2.1851], [-0.7502, -0.9121, 0.9318], [0.2377, -1.9437, 0.4446], [-1.7600, 0.0667, 2.4027], [-0.4812, -1.3983, 2.8523], [-1.1976, -0.4357, 0.0611], [1.2603, -1.9330, 0.8192], [-0.2207, -2.8557, 0.6369], [0.2726, -1.9657, -0.6055], [-1.0617, 2.7737, 0.1272], [-1.8110, 2.6456, -0.4868], [-1.4045, 2.4773, 0.8853], [0.2925, -0.4549, -2.3407], [1.2609, -0.4641, -2.2234], [0.3374, 0.3711, -2.9500], [1.9872, 0.6653, -0.5982], [1.7942, -0.2026, -0.1436], [1.4253, 1.3041, -0.1238]],
  "forces_ev_per_a": [[-0.5877, 0.6676, 0.6743], [1.2258, -0.4744, -2.6007], [-0.0060, 0.7770, 0.3329], [0.4447, -0.7741, 0.7339], [-0.5080, 0.7253, 0.6001], [-0.3055, 0.5442, 0.5474], [-0.1096, 0.0873, 0.4447], [-0.3883, -2.1220, 0.8270], [0.2331, 0.4161, -1.4412], [1.1051, 1.5231, -5.0438], [0.7507, 0.2084, 0.1234], [-1.7613, -1.7782, 4.9287], [0.8882, 2.2781, -2.3875], [-0.4326, -0.3977, 0.5733], [-0.8842, -1.9312, 1.4109], [-0.0496, -0.9632, 1.2577], [0.2472, 1.5332, -0.6431], [0.1380, -0.3195, -0.3382]],
  "mulliken_charge": [-0.67, 0.35, -1.66, 0.23, 0.25, 0.27, 0.37, 0.48, 0.42, -0.59, 0.31, 0.28, -0.61, 0.33, 0.29, -0.68, 0.27, 0.35]
}

Repeat the second record exactly.
{
  "formula": "C3H12O2S2",
  "method": "ωB97M-V/def2-TZVPD",
  "e_lumo_ev": 0.520,
  "charge": 0,
  "smiles": "CCSSC.O.O",
  "e_tot_ev": -29069.6772,
  "e_homo_ev": -7.931,
  "gap_ev": 8.45,
  "species": ["C", "C", "S", "S", "C", "H", "H", "H", "H", "H", "H", "H", "H", "O", "H", "H", "O", "H", "H"],
  "coordinates": [[0.8670, 1.4268, 1.5228], [-0.5335, 1.1746, 1.2547], [-0.9497, 1.8820, -0.5473], [-1.2745, 0.0029, -1.2263], [-0.5117, 0.2693, -2.9057], [0.9825, 1.3250, 2.6223], [0.9932, 2.5328, 1.2155], [1.6083, 0.8484, 0.8729], [-0.8124, 0.1262, 1.1917], [-1.2493, 1.5501, 1.9438], [-1.4209, 0.2304, -3.4261], [-0.2093, 1.2989, -3.1131], [0.2906, -0.4400, -3.0562], [1.2779, -1.4853, 0.1374], [1.4902, -0.9842, 0.9422], [1.6611, -0.8870, -0.5410], [-0.8585, -3.0466, 1.4070], [0.0922, -2.8502, 1.1065], [-1.4432, -2.9741, 0.5987]],
  "forces_ev_per_a": [[1.8851, 2.1655, -0.0508], [-1.8595, -0.5823, -2.7649], [0.0397, -0.4713, 2.6768], [0.4106, 0.0907, -1.4101], [-0.3267, 0.5069, 1.3321], [0.7752, -0.0515, -0.6487], [0.4703, -1.5763, 0.9046], [-1.0843, 0.8070, 1.1706], [0.2202, -0.2008, -0.2181], [-0.2711, 1.0356, 0.6257], [-0.6158, -1.0378, -1.8551], [0.4230, -0.1356, 0.7245], [-0.2246, -0.1873, -0.5114], [0.9957, 0.8644, -0.1480], [-0.2121, -0.4522, -0.1019], [-0.5221, -0.7842, 0.3148], [0.8885, 0.3812, -1.4938], [-2.3567, -0.3570, 0.1744], [1.3647, -0.0150, 1.2794]],
  "mulliken_charge": [-0.96, -0.26, -0.13, 0.00, -0.96, 0.26, 0.31, 0.24, 0.10, 0.42, 0.35, 0.35, 0.28, -0.64, 0.33, 0.33, -0.65, 0.33, 0.31]
}